The following is a DFT calculation (ωB97M-V/def2-TZVPD) of the molecule C4H7NO.

Structure (XYZ):
```
13
Properties=species:S:1:pos:R:3:forces:R:3
C 0.823239 -0.385168 0.611524 0.4 -0.3 -0.8
H 1.672336 0.433270 -1.229851 -0.1 0.1 -0.3
H -1.750989 1.335723 -0.341220 -0.1 0.0 -0.1
O -1.585231 0.868501 -1.172429 -0.2 0.1 0.2
C -0.532494 0.000899 -0.908115 0.1 -0.2 -0.2
N -0.362011 0.089966 1.474953 1.1 0.7 -0.2
H 0.833225 1.625949 -0.177716 0.1 -0.2 -0.1
H 0.371306 -0.099147 2.164894 -1.5 -1.0 1.7
H -0.414301 -0.660961 -1.771343 -0.1 0.1 0.1
C 0.864197 0.586461 -0.519438 0.1 0.1 -0.4
H -0.941163 -1.859348 0.478342 -0.1 0.2 0.1
C -0.543013 -0.852069 0.390168 0.1 -0.3 -0.2
H 1.564901 -1.084076 1.000232 0.1 0.7 0.2
```
Forces are in eV/Å.

Results
E_tot: -7795.6341 eV
Energy above the lowest of the compared OMol25 structures with the same formula, charge and spin: 92.5 kcal per mole
SMILES string: O[C@H]1C[C@H]2N[C@@H]12
E_LUMO: 1.03 eV

---

The following is a DFT calculation (ωB97M-V/def2-TZVPD) of a structure of composition C3H6N4.

Structure (XYZ):
```
13
Properties=species:S:1:pos:R:3:forces:R:3
C -0.694639 -0.255925 -0.135379 -3.9 -0.5 2.3
N 0.323880 -0.203020 -1.017574 -0.5 0.8 -4.0
C 0.278193 -0.724052 0.837685 0.3 0.5 0.8
N -1.931096 0.017142 -0.012133 0.7 0.4 -1.1
H 1.023917 -1.050724 2.652919 -0.2 -0.1 0.1
N 1.235169 -0.494904 0.012548 2.5 -0.8 1.8
H 1.477457 0.807509 -2.440243 -0.2 -0.1 0.2
H -0.641130 -0.729257 2.636798 0.1 -0.1 -0.2
N 0.155145 -1.095407 2.131584 0.8 -0.3 0.4
C 0.574225 0.959355 -1.841008 0.2 0.3 -0.2
H -2.247715 -0.216921 0.931230 0.1 0.0 -0.3
H -0.263213 1.127043 -2.525874 0.1 -0.2 0.2
H 0.709807 1.859162 -1.230554 0.0 0.1 0.0
```
Forces are in eV/Å.

Results
E_tot: -9166.0054 eV
Energy above the lowest of the compared OMol25 structures with the same formula, charge and spin: 65.7 kcal per mole
E_LUMO: 0.69 eV

---

Question: What is the formula in the first record?
Answer: C4H7NO

---

Question: Number 1 is which compound?
Answer: C4H7NO

---

Question: What is the E_LUMO in the second record?
Answer: 0.69 eV

---

Question: Which formula does entry 2 have?
Answer: C3H6N4